{"formula": "C24H38GeIN2O5PdS", "method": "the ωB97M-V functional and the def2-TZVPD basis", "charge": 2, "energy_ev": -117635.9903, "spin_multiplicity": 6, "gap_ev": [9.3, 5.0], "homo_ev": [-14.5, -14.6], "e_above_lowest_kj_mol": 130.4, "elements": ["Pd", "C", "C", "C", "C", "O", "Ge", "O", "C", "C", "C", "C", "O", "C", "C", "C", "C", "H", "H", "H", "H", "H", "H", "H", "H", "H", "H", "H", "H", "H", "H", "H", "H", "H", "H", "H", "H", "H", "H", "H", "H", "H", "H", "H", "C", "C", "C", "C", "C", "C", "C", "S", "O", "O", "N", "C", "C", "C", "C", "C", "N", "H", "H", "H", "H", "H", "H", "H", "H", "H", "H", "H", "I"], "xyz": [[-0.68, 0.10, -0.55], [-3.93, 2.03, -2.93], [-3.08, 2.44, -1.73], [-3.73, 2.04, -0.39], [-2.87, 3.97, -1.70], [-1.84, 1.80, -1.77], [-0.17, 2.17, -2.64], [0.59, 1.98, -0.84], [1.86, 2.17, -0.29], [1.66, 2.81, 1.10], [2.68, 3.10, -1.18], [2.56, 0.81, -0.16], [0.07, 0.23, -2.78], [0.64, -0.56, -3.80], [1.99, -1.11, -3.34], [-0.31, -1.72, -4.12], [0.81, 0.30, -5.06], [-4.89, 2.53, -2.93], [-3.39, 2.27, -3.85], [-4.09, 0.95, -2.91], [-4.61, 2.65, -0.21], [-4.03, 0.99, -0.43], [-3.02, 2.17, 0.43], [-3.83, 4.48, -1.62], [-2.24, 4.24, -0.86], [-2.39, 4.27, -2.64], [1.36, 3.85, 0.99], [0.88, 2.27, 1.64], [2.59, 2.77, 1.67], [2.16, 4.05, -1.30], [3.66, 3.29, -0.75], [2.80, 2.65, -2.17], [1.94, 0.11, 0.42], [2.72, 0.39, -1.15], [3.52, 0.91, 0.35], [1.87, -1.54, -2.34], [2.35, -1.87, -4.03], [2.73, -0.31, -3.31], [-0.40, -2.36, -3.24], [-1.29, -1.33, -4.38], [0.07, -2.30, -4.95], [1.48, 1.14, -4.86], [1.22, -0.30, -5.87], [-0.16, 0.70, -5.37], [1.80, -1.10, 7.37], [1.07, -0.95, 6.09], [-0.23, -1.46, 5.93], [-0.88, -1.36, 4.71], [-0.23, -0.75, 3.65], [1.04, -0.22, 3.79], [1.68, -0.31, 5.00], [-0.98, -0.67, 2.05], [-1.05, 0.72, 1.61], [-2.19, -1.41, 1.94], [0.10, -1.26, 0.96], [0.17, -2.55, 0.58], [-0.25, -3.63, 1.40], [-0.18, -4.90, 0.89], [0.32, -5.11, -0.39], [0.70, -4.00, -1.13], [0.63, -2.78, -0.66], [1.29, -1.78, 8.05], [1.90, -0.13, 7.87], [2.81, -1.46, 7.19], [-0.73, -1.93, 6.76], [-1.87, -1.75, 4.57], [1.51, 0.27, 2.94], [2.67, 0.10, 5.12], [-0.69, -3.41, 2.35], [-0.51, -5.74, 1.49], [0.43, -6.10, -0.80], [1.11, -4.11, -2.13], [-2.69, -1.45, -1.37]]}